Computed, not measured: CH2BrOP as an isolated structure at a distorted geometry, with ωB97M-V with the def2-TZVPD basis set.

Element x y z (Å)
C1 -0.12 0.34 -1.05
O1 -0.50 0.16 1.73
P1 0.29 -1.00 2.10
Br1 1.47 -0.23 -0.40
H1 -0.67 1.17 -0.69
H2 -0.47 -0.44 -1.69

Results
HOMO (spin up / spin down), eV: -8.723 / -7.141
Relative energy (zero: lowest compared OMol25 entry of this formula, charge and spin), eV: 2.839
E, Ha: -3029.78340



Computed, not measured: CH2Cl2FP as an isolated structure at a distorted geometry, with ωB97M-V with the def2-TZVPD basis set.

Element x y z (Å)
C1 0.43 0.81 -0.36
F1 1.75 0.90 0.01
P1 -0.14 -1.45 -0.17
Cl1 0.14 -1.81 1.75
Cl2 -2.15 -0.87 -0.21
H1 -0.19 1.09 0.39
H2 0.16 1.32 -1.40

Results
HOMO, eV: -9.151
Relative energy (zero: lowest compared OMol25 entry of this formula, charge and spin), eV: 0.802
E, Ha: -1400.88724



Computed, not measured: a 2-piece molecular cluster, CH2Cl2O4P2 overall at a distorted geometry, with ωB97M-V with the def2-TZVPD basis set.

Element x y z (Å)
C1 0.50 0.79 -0.53
O1 -1.96 -0.98 1.31
O2 1.15 -1.83 -0.04
O3 -2.17 -0.69 -1.28
O4 1.33 -0.17 1.95
P1 -1.73 -0.27 0.02
P2 1.35 -0.51 0.49
Cl1 -2.66 1.58 0.23
Cl2 3.39 -0.11 -0.21
H1 0.42 0.36 -1.54
H2 0.38 1.84 -0.41

Results
HOMO, eV: -1.101
Net charge: -2
Relative energy (zero: lowest compared OMol25 entry of this formula, charge and spin), eV: 0.000
E, Ha: -1943.54920



Computed, not measured: a 2-piece molecular cluster, CH2Cl3P overall at a distorted geometry, with ωB97M-V with the def2-TZVPD basis set.

Element x y z (Å)
C1 -0.90 0.62 -0.66
P1 0.51 -0.09 -0.09
Cl1 1.44 -1.49 -1.28
Cl2 1.86 1.27 0.24
Cl3 -0.07 -1.56 3.08
H1 -1.34 1.49 -0.42
H2 -1.50 -0.24 -0.87

Results
HOMO (spin up / spin down), eV: -10.238 / -8.608
Relative energy (zero: lowest compared OMol25 entry of this formula, charge and spin), eV: 2.520
E, Ha: -1761.13947



Computed, not measured: an isolated molecule of CH2Cl4N2 at a distorted geometry, with ωB97M-V with the def2-TZVPD basis set.

Element x y z (Å)
Cl1 2.17 1.22 0.22
N1 1.38 -0.18 -0.36
C1 0.13 -0.36 0.35
Cl2 -0.60 -1.87 -0.28
N2 -0.83 0.70 0.28
Cl3 -1.22 0.88 -1.44
Cl4 -2.23 0.25 1.17
H1 0.85 -0.09 -1.29
H2 0.35 -0.57 1.34

Results
HOMO, eV: -10.247
Relative energy (zero: lowest compared OMol25 entry of this formula, charge and spin), eV: 0.225
E, Ha: -1989.45472



Computed, not measured: a 2-piece molecular cluster, CH2Cl4N2 overall at a distorted geometry, with ωB97M-V with the def2-TZVPD basis set.

Element x y z (Å)
C1 -0.51 -0.50 -0.52
N1 -1.09 0.10 0.55
N2 1.73 0.44 -0.58
Cl1 -0.04 -2.10 -0.32
Cl2 -2.78 0.77 0.42
Cl3 1.86 2.13 -0.11
Cl4 2.51 -0.43 0.70
H1 -0.77 -0.04 -1.55
H2 -0.92 -0.39 1.42

Results
HOMO (spin up / spin down), eV: -9.410 / -7.891
Relative energy (zero: lowest compared OMol25 entry of this formula, charge and spin), eV: 2.254
E, Ha: -1989.38017